DFT (ωB97M-V/def2-TZVPD) results for a structure of composition C41H57B2F5InN3O4P2S.

Element x y z (Å)
C1 5.896 -1.833 0.286
O1 0.545 4.830 0.176
C2 0.028 1.406 4.482
H1 0.898 -1.949 -4.944
H2 -2.632 -0.836 -4.178
C3 -5.244 -1.080 -0.665
H3 2.044 2.605 7.495
H4 3.223 1.417 5.639
O2 1.799 0.548 3.397
In1 0.262 -0.356 0.545
H5 -0.669 -5.742 -0.745
H6 -2.196 -2.594 -1.665
H7 -0.407 3.285 -4.040
H8 -2.321 -4.882 4.273
C4 0.442 -1.277 -5.672
H9 0.906 5.612 0.666
F1 6.885 -2.728 0.231
C5 5.121 0.373 0.759
C6 -3.527 0.134 -1.881
C7 2.158 1.600 5.606
C8 -0.650 2.049 5.493
N1 1.494 5.672 2.429
C9 1.380 4.208 2.338
C10 1.486 2.261 6.635
C11 -6.149 -0.734 -1.663
C12 0.684 3.825 1.038
H10 -2.721 -2.070 4.019
H11 -1.424 -2.071 -3.830
C13 -5.751 0.044 -2.743
H12 -1.717 2.213 5.437
H13 0.098 -4.358 4.286
H14 -1.834 1.339 -5.618
H15 -3.392 -4.275 3.016
C14 -2.874 -1.627 1.254
H16 1.207 3.797 -4.507
H17 3.004 6.006 3.896
H18 2.999 2.895 1.649
H19 -6.472 0.313 -3.504
C15 -1.436 1.202 -2.727
H20 -2.126 1.513 -3.512
H21 -2.843 -0.987 2.139
C16 -1.769 -1.362 -4.583
C17 1.392 1.190 4.540
F2 2.885 0.932 0.443
H22 -5.566 -1.665 0.187
P1 0.033 0.296 -3.430
H23 -2.110 -1.931 -5.453
C18 2.828 3.675 2.386
C19 -1.654 -3.969 -0.044
H24 -1.807 0.028 -6.790
H25 3.025 3.239 3.364
H26 -3.807 -3.799 -0.318
C20 0.112 2.480 6.579
H27 0.407 -4.661 0.142
C21 3.846 -0.019 0.395
H28 2.812 0.390 -4.151
C22 -1.200 0.568 -6.059
H29 -4.147 1.103 -3.705
C23 -1.416 -3.310 -1.414
H30 2.033 1.373 -1.849
C24 4.609 -2.194 -0.073
H31 3.815 5.113 1.093
C25 -3.936 -0.640 -0.783
H32 1.232 -0.684 -6.129
B1 0.658 0.394 2.610
C26 2.361 1.276 -4.602
C27 3.689 4.918 2.159
H33 0.805 6.064 3.057
H34 -1.075 2.117 -2.256
H35 -1.433 -4.097 -2.173
N2 -2.169 0.417 -1.747
C28 1.147 1.759 -3.804
H36 -0.759 -5.675 1.012
S1 1.934 -1.848 -0.521
H37 -0.450 -2.808 -1.488
C29 0.057 -3.956 3.270
H38 3.115 2.069 -4.618
C30 3.536 -1.306 -0.023
F3 7.398 -0.178 1.061
H39 -0.401 1.068 -6.608
C31 -2.366 -4.584 3.222
H40 -0.375 2.991 7.398
H41 -3.803 -2.199 1.298
H42 3.122 7.020 2.447
H43 -2.148 -5.468 2.624
C32 -1.664 -2.338 4.004
H44 -3.113 -5.321 -0.847
H45 2.480 2.917 -2.567
C33 1.653 2.215 -2.427
H46 0.289 2.732 -5.564
B2 -1.693 -0.161 -0.524
F4 4.414 -3.456 -0.472
H47 -7.176 -1.065 -1.588
C34 -0.646 -0.412 -5.026
H48 -1.403 -2.700 5.002
C35 -4.439 0.490 -2.862
H49 0.367 -4.745 2.586
H50 2.108 1.048 -5.637
H51 0.894 2.720 -1.833
P2 -1.356 -2.686 1.284
H52 4.679 4.819 2.602
C36 -0.604 -5.073 0.117
H53 -1.088 -1.430 3.819
H54 -0.004 -1.889 -6.461
C37 0.513 2.952 -4.522
C38 2.871 6.022 2.808
N3 -2.840 -0.818 0.052
C39 -1.366 -3.452 2.991
H55 0.786 -3.146 3.192
F5 5.351 1.632 1.151
H56 0.777 3.783 3.147
C40 6.160 -0.541 0.709
H57 -3.356 -5.030 0.871
O3 -0.461 0.904 3.307
C41 -3.065 -4.558 -0.065
O4 0.299 2.709 0.798

HOMO level = -7.7 eV
frontier orbital gap = 8.061 eV
energy = -105634.730 eV
multiplicity = 1



DFT (ωB97M-V/def2-TZVPD) results for a structure of composition C41H58CsN11O14SSi.

Element x y z (Å)
H1 10.733 17.686 10.596
C1 14.911 14.250 14.747
H2 8.286 18.738 18.649
H3 8.992 22.562 19.869
C2 9.994 20.595 15.271
Cs1 13.590 17.217 16.376
H4 13.276 10.590 17.282
O1 10.481 16.414 8.783
C3 10.071 21.555 14.054
C4 14.066 20.735 14.270
O2 12.323 16.457 7.202
C5 19.004 18.159 15.661
N1 12.525 16.706 12.830
C6 8.540 20.282 15.737
H5 22.442 16.762 14.585
N2 15.923 13.313 14.705
H6 8.004 19.721 14.968
H7 13.924 23.491 13.550
Si1 12.023 21.474 16.937
C7 17.660 16.195 14.788
O3 17.546 15.308 13.891
C8 14.523 11.945 16.129
H8 9.422 21.201 13.271
N3 12.132 17.434 11.866
C9 12.072 14.496 8.951
H9 9.288 23.666 18.522
C10 14.139 17.773 11.932
C11 20.243 16.388 14.606
O4 13.525 18.694 19.309
N4 22.545 19.143 15.556
N5 10.797 17.488 11.565
N6 12.664 13.035 17.254
C12 16.401 9.867 16.106
C13 19.032 16.946 14.955
N7 13.858 16.882 12.888
H10 12.234 23.861 20.350
H11 13.186 20.831 13.693
H12 8.673 19.682 16.646
C14 10.124 15.499 18.141
H13 12.633 18.601 19.664
C15 9.503 22.664 18.924
C16 20.148 18.937 15.895
H14 9.212 21.856 18.223
H15 17.668 18.185 12.609
C17 21.299 18.409 15.343
H16 15.141 22.693 16.957
C18 8.077 16.612 18.594
H17 10.975 24.789 19.591
C19 12.878 14.965 9.997
C20 10.905 14.323 17.943
C21 11.821 13.159 8.761
N8 13.069 18.162 11.265
O5 10.557 21.252 16.389
O6 22.535 20.366 15.709
H18 10.542 13.395 18.447
H19 8.426 15.060 7.189
C22 16.687 11.054 15.416
H20 10.436 18.783 14.057
O7 11.830 22.723 18.057
C23 13.416 12.693 10.589
C24 13.645 13.081 16.317
H21 12.368 11.242 9.509
H22 17.968 18.542 15.874
H23 16.168 21.690 16.035
H24 15.168 18.050 11.705
S1 11.276 15.647 7.822
C25 13.598 14.111 10.773
C26 21.395 17.142 14.839
H25 20.354 15.407 14.141
H26 14.839 20.962 16.995
C27 12.529 12.298 9.632
H27 8.179 16.114 8.210
C28 15.723 12.136 15.395
H28 14.978 8.807 17.358
H29 13.723 10.670 11.070
O8 17.234 18.927 13.013
C29 14.127 21.993 15.173
C30 8.780 17.768 18.557
N9 12.011 14.243 17.274
O9 12.810 22.289 15.643
H30 17.587 11.120 14.807
H31 11.077 12.756 8.105
C31 11.306 21.398 20.042
O10 10.474 14.842 6.914
H32 11.000 20.553 19.391
H33 7.013 16.681 18.582
O11 7.708 15.558 7.586
C32 13.981 11.620 11.518
C33 11.011 22.649 19.196
H34 17.107 9.089 16.092
C34 15.264 9.710 16.820
H35 20.042 19.962 16.140
H36 14.913 20.657 13.586
H37 10.490 16.576 11.779
C35 8.778 15.416 18.456
C36 14.621 23.223 14.336
H38 15.615 23.022 13.834
C37 15.104 21.775 16.331
H39 11.088 21.700 13.655
H40 10.681 18.529 15.731
H41 10.678 18.780 18.149
H42 7.970 21.179 15.875
C38 14.277 10.739 16.855
C39 10.121 17.806 18.187
H43 8.324 14.470 18.498
H44 11.725 19.546 14.860
H45 9.710 22.536 14.489
H46 15.050 15.200 14.201
C40 11.202 23.842 20.091
H47 10.615 23.652 20.974
H48 15.073 11.617 11.543
N10 13.851 14.140 15.496
H49 16.773 18.529 13.803
H50 13.798 11.725 12.609
O12 12.767 20.205 17.415
H51 14.815 24.092 15.020
H52 12.863 16.058 10.217
O13 23.612 18.482 15.488
H53 10.727 21.248 20.958
H54 13.296 19.338 18.601
H55 14.312 14.583 11.507
O14 16.758 16.704 15.438
H56 12.347 21.224 20.216
H57 14.014 19.815 14.949
N11 10.799 16.662 17.873
C41 10.701 19.309 14.966
H58 16.833 13.586 14.357

HOMO level (alpha / beta) = -4.4 / -4.4 eV
energy relative to the best compared isomer or geometry (same formula, charge and spin) = 193.08 kJ/mol
charge = -2
frontier orbital gap (alpha / beta) = 7.030 / 7.031 eV
energy = -107779.948 eV
multiplicity = 1



DFT (ωB97M-V/def2-TZVPD) results for a structure of composition C41H58INP3PdSi.

Element x y z (Å)
C1 -1.722 1.608 -3.768
H1 -4.887 1.598 0.040
C2 1.763 -2.745 1.895
H2 0.464 5.002 -2.798
H3 -0.268 4.288 -0.548
H4 0.818 -2.237 1.678
C3 -0.929 -0.327 -2.559
C4 -1.013 1.072 -2.694
H5 4.471 0.802 2.599
H6 4.579 -3.005 1.539
C5 -1.609 -4.612 0.576
C6 4.640 0.138 0.531
P1 -0.151 2.131 -1.484
H7 4.912 -3.929 -2.468
C7 0.614 0.940 3.620
C8 -5.000 -1.301 -0.210
C9 -1.563 -1.144 -3.488
C10 2.848 -3.614 -2.950
C11 -2.534 -4.085 1.467
H8 2.437 3.238 -0.388
H9 2.840 -4.322 -3.765
C12 2.888 -1.730 2.081
H10 -3.505 -0.601 -1.580
P2 2.917 -0.616 0.561
H11 -0.812 -1.957 3.473
H12 4.823 0.005 -1.638
C13 2.865 -1.779 -0.850
C14 -2.742 -2.718 1.532
H13 -3.479 -2.317 2.209
H14 3.421 3.331 -1.857
H15 -1.684 2.118 1.914
H16 0.373 0.327 6.906
H17 1.640 -3.333 2.802
H18 4.984 -1.730 2.705
H19 2.704 2.284 -3.967
H20 -2.421 -0.136 2.952
C15 0.762 1.175 4.971
C16 -2.311 0.779 -4.709
H21 4.046 -3.125 3.205
H22 -3.984 1.743 -1.477
H23 -0.580 -1.776 5.940
H24 -4.553 -2.277 -0.049
H25 -2.616 2.247 3.421
H26 0.792 -3.085 -3.189
C17 -0.362 -1.082 3.928
H27 1.184 1.409 -4.110
H28 6.062 0.960 -0.833
H29 -3.117 -4.739 2.097
C18 -1.073 -2.391 -0.198
H30 -2.615 4.781 -0.620
C19 4.824 1.165 1.635
H31 -1.056 4.470 -3.515
H32 -2.487 3.049 -0.305
H33 5.881 1.403 1.738
C20 2.401 3.327 -1.477
H34 4.309 2.093 1.393
H35 -1.462 -5.680 0.520
C21 -4.507 0.299 2.741
C22 -2.663 1.934 2.379
H36 1.988 -3.434 1.081
C23 4.009 -3.387 -2.229
H37 -4.575 0.739 3.735
H38 -1.036 5.780 -2.353
H39 -2.680 -1.248 -5.311
C24 1.666 2.265 -3.643
H40 1.975 4.294 -1.722
H41 1.195 3.173 -4.006
C25 -4.630 1.098 -0.891
H42 -2.915 3.646 -1.922
H43 -5.735 -1.408 -1.007
C26 -3.980 -0.256 -0.651
C27 -0.822 3.889 -1.412
Pd1 0.087 0.505 0.582
C28 -2.229 -0.600 -4.574
H44 -5.203 0.835 2.103
H45 2.060 1.223 -1.796
H46 -1.521 -2.217 -3.377
H47 -0.139 -4.183 -0.912
H48 -2.836 1.208 -5.549
C29 1.621 2.184 -2.120
N1 0.058 -0.136 3.084
H49 1.210 2.086 5.331
C30 4.031 -2.465 -1.199
C31 -2.043 -1.868 0.677
C32 1.695 -2.923 -2.620
H50 -5.555 0.960 -1.450
C33 5.003 0.709 -0.829
C34 -3.061 0.458 2.283
H51 -5.538 -0.999 0.682
H52 -4.821 -0.737 2.823
C35 0.304 0.188 5.838
H53 -1.813 2.675 -3.890
H54 5.285 -0.725 0.742
C36 -0.241 -0.972 5.305
C37 -0.872 -3.767 -0.238
H55 -3.397 2.563 1.881
H56 4.457 1.625 -1.029
H57 4.954 -2.300 -0.666
C38 1.692 -2.013 -1.573
P3 -2.531 -0.120 0.567
H58 2.646 -1.075 2.928
C39 4.215 -2.427 2.383
I1 1.307 2.342 2.164
Si1 0.044 -1.156 -1.131
C40 -0.587 4.819 -2.600
C41 -2.302 3.830 -1.044

HOMO level (alpha / beta) = -16.2 / -16.2 eV
charge = +3
frontier orbital gap (alpha / beta) = 5.278 / 5.277 eV
energy = -92250.018 eV
multiplicity = 1



DFT (ωB97M-V/def2-TZVPD) results for a cluster of 4 separate species, C41H60N2O17 in total.

Element x y z (Å)
H1 -0.017 -0.195 -3.349
H2 9.305 -0.748 5.817
O1 -8.478 0.010 -2.431
H3 -5.269 -2.069 2.749
C1 0.904 -1.183 -1.640
H4 -1.087 -0.736 2.073
C2 5.886 -0.218 4.529
H5 3.623 -2.045 -1.015
C3 5.284 -2.093 6.069
H6 3.236 -1.708 5.208
H7 4.337 -1.226 -2.390
H8 0.430 -3.269 -1.651
H9 5.440 4.122 -6.182
C4 5.945 3.553 -5.415
H10 -3.911 -2.999 -0.484
H11 2.436 -1.531 1.212
H12 -3.083 -1.655 0.914
C5 7.255 -0.343 4.983
H13 2.204 -1.975 -3.167
C6 -3.936 -1.311 1.510
H14 -0.464 2.060 1.855
H15 6.886 -2.996 7.237
H16 -2.339 2.027 -1.438
C7 -4.082 0.032 -0.454
H17 -0.820 -1.342 0.153
C8 -6.672 1.965 -4.999
H18 0.968 -0.396 -0.878
H19 -3.351 0.339 4.955
H20 3.987 1.341 -4.426
O2 -0.349 3.527 -0.548
O3 -8.046 -0.570 -7.076
C9 -4.664 -3.701 -0.125
H21 -6.320 -2.600 0.710
C10 0.653 -2.505 -0.898
H22 0.346 0.042 6.322
O4 3.680 -1.009 4.688
C11 -7.835 0.004 -6.023
H23 -6.052 2.850 -5.037
C12 -4.610 1.432 -0.750
C13 7.444 2.097 -3.365
C14 -1.458 3.048 0.221
H24 -8.962 -1.308 -4.699
C15 6.656 -2.231 6.509
H25 -1.418 -2.917 -0.366
C16 7.588 -1.412 6.001
H26 9.398 4.307 -4.357
O5 -1.354 -2.776 2.339
C17 5.371 2.519 -4.784
O6 -6.527 1.522 -7.303
C18 -8.353 -0.416 -4.739
H27 0.216 0.482 4.605
H28 -4.429 3.270 0.041
H29 -6.895 0.833 -7.891
C19 3.535 -1.160 -1.652
O7 7.909 4.857 -5.555
C20 3.332 0.269 0.423
C21 -2.618 -1.045 3.500
C22 3.283 -0.877 1.412
O8 -4.746 -0.517 0.678
H30 -2.042 0.971 3.966
C23 8.018 3.130 -3.998
H31 2.211 -0.224 -3.022
O9 -3.527 -0.482 2.567
H32 7.951 1.521 -2.604
H33 1.962 1.494 1.472
H34 -1.068 -0.318 -1.945
H35 -4.560 1.574 -1.838
H36 4.190 -1.473 1.311
H37 -0.488 1.126 0.357
C24 -1.308 -1.462 2.867
H38 -0.159 -4.073 1.348
H39 -4.173 -4.648 0.100
C25 -1.082 1.793 0.990
H40 -3.047 -1.892 4.048
C26 -8.059 0.309 -3.651
C27 -7.208 1.557 -3.719
C28 -2.386 0.083 4.510
O10 4.143 2.093 -5.031
C29 -0.309 -0.850 -2.528
O11 8.176 0.354 4.602
C30 -5.459 -3.174 1.068
H41 0.266 3.953 0.054
C31 -2.607 2.836 -0.748
C32 6.088 1.733 -3.710
N1 -4.646 -2.437 2.036
C33 -0.555 -2.399 0.059
H42 3.631 1.976 1.751
O12 9.251 3.546 -3.761
C34 -0.285 -2.991 1.439
H43 -5.346 -3.877 -0.960
H44 -1.739 3.820 0.948
H45 -3.006 0.106 -0.267
H46 1.543 -2.833 -0.356
H47 -0.789 -1.754 -2.911
H48 -8.120 0.701 -1.841
C35 7.295 3.931 -5.059
H49 -1.964 1.281 1.377
C36 -6.963 1.238 -6.087
O13 -7.016 2.146 -2.671
C37 -0.309 0.480 5.570
H50 5.659 0.539 3.791
H51 -0.526 1.519 5.843
O14 8.868 -1.454 6.333
H52 0.644 -2.590 1.859
C38 2.936 1.610 0.986
H53 -0.493 -1.400 3.598
C39 3.677 0.118 -0.862
O15 -1.484 -0.295 5.525
C40 2.206 -1.155 -2.440
C41 4.957 -1.039 5.037
H54 -4.265 -0.623 -1.315
H55 3.188 -0.487 2.421
N2 -3.837 2.456 -0.046
H56 2.841 2.365 0.205
O16 4.357 -2.772 6.469
H57 -2.749 3.729 -1.366
H58 4.169 0.937 -1.377
H59 -5.861 -4.039 1.602
H60 -5.650 1.469 -0.430
O17 5.463 0.823 -3.194

HOMO level = -8.4 eV
SMILES = CCN[C@@H](OCCNC[C@@H](C)O)O[C@H](COC)COCCC[C@H](C)CCC=C(C)C.O=C1C=C(O)C(=O)C=C1O.O=C1C=C(O)C(=O)C=C1O.O=C1C=C(O)C(=O)C=C1O
frontier orbital gap = 6.817 eV
energy = -81274.269 eV
multiplicity = 1